Entry 1:
{"formula": "C44H81F6N11O16", "method": "wB97M-V/def2-TZVPD", "symbols": ["F", "F", "F", "F", "F", "F", "O", "O", "O", "O", "O", "O", "O", "O", "O", "O", "O", "O", "O", "O", "O", "O", "N", "N", "N", "N", "N", "N", "N", "N", "N", "N", "N", "C", "C", "C", "C", "C", "C", "C", "C", "C", "C", "C", "C", "C", "C", "C", "C", "C", "C", "C", "C", "C", "C", "C", "C", "C", "C", "C", "C", "C", "C", "C", "C", "C", "C", "C", "C", "C", "C", "C", "C", "C", "C", "C", "C", "H", "H", "H", "H", "H", "H", "H", "H", "H", "H", "H", "H", "H", "H", "H", "H", "H", "H", "H", "H", "H", "H", "H", "H", "H", "H", "H", "H", "H", "H", "H", "H", "H", "H", "H", "H", "H", "H", "H", "H", "H", "H", "H", "H", "H", "H", "H", "H", "H", "H", "H", "H", "H", "H", "H", "H", "H", "H", "H", "H", "H", "H", "H", "H", "H", "H", "H", "H", "H", "H", "H", "H", "H", "H", "H", "H", "H", "H", "H", "H", "H"], "coordinates": [[-1.87084, 0.81518, 0.59041], [-4.22542, 0.02005, 0.24144], [-2.39085, -1.99859, -0.32341], [-4.47182, -2.44865, -0.10821], [-4.48298, -0.72347, 2.20800], [-2.67138, 0.94605, 2.56356], [-1.05037, -3.21969, 7.79833], [-2.40635, -4.29103, 1.17659], [2.20698, -3.92181, 0.97979], [-0.04188, 3.21214, 5.67431], [-1.22593, -1.06369, 3.36657], [-0.50889, -1.55256, -2.75538], [3.79028, 2.46406, -9.39215], [5.63881, -2.68025, 4.36976], [1.09976, 0.52589, 0.67425], [2.24364, -4.22951, -3.89085], [2.35444, -3.77349, -8.49122], [-3.43894, -3.19467, 2.73981], [0.47832, 4.65743, 1.75939], [-5.09858, 5.88029, -2.76945], [-1.67779, 1.34090, -3.20892], [-0.21171, -6.18871, 3.75116], [-0.68009, -1.21304, 6.87511], [-7.15931, 5.11444, -2.34333], [3.61406, -3.50609, 3.88326], [-0.99033, -7.01884, 5.68112], [2.44864, 4.61347, 0.65823], [3.91113, 3.58238, -7.45590], [-1.28242, 0.00848, -4.16013], [4.19756, -4.51754, -2.83374], [2.82097, -1.66704, -9.10140], [-1.81309, 4.49278, 5.20543], [-1.66891, 2.59474, -1.35399], [-1.92203, -7.17355, 6.78170], [-0.56055, 4.91715, 7.27330], [-8.28302, 4.70587, -1.52089], [-0.38848, 0.21225, 6.81133], [4.57512, -3.13612, 4.76601], [0.75054, -0.57315, 0.42194], [3.09802, -0.25236, -8.90006], [-5.69495, 5.69347, -0.45912], [4.27767, -3.30933, 6.23604], [-3.36409, -2.10689, 0.59324], [-2.25490, -2.24512, -4.24943], [-1.19378, -0.83591, 2.22302], [1.37049, -3.17246, 0.62333], [5.57942, -4.93149, -2.68245], [-2.10911, 0.55638, -5.21782], [2.30184, -4.06124, 4.15884], [-1.09548, -6.20436, 4.59952], [-2.03837, 2.35275, -2.63202], [1.67810, 4.36634, 1.75022], [-5.94504, 5.57627, -1.94286], [4.06604, 4.74062, -6.59569], [-0.80005, -2.02970, 7.94844], [2.57371, -2.61533, -8.16212], [3.98793, -5.26706, -5.16206], [2.58236, -2.18086, -6.71764], [-2.78307, 5.55008, 5.41343], [2.32381, 3.72230, 2.96022], [1.06775, -1.27777, -0.88130], [3.93888, 3.53022, -8.81349], [-0.77225, 4.13668, 5.99914], [-2.91253, 3.38222, -3.30082], [0.22953, -2.69924, 1.53156], [-2.31762, 0.06750, 1.60541], [-3.11174, -3.22747, 1.62386], [-1.28500, -1.25132, -3.66197], [1.35261, -2.55684, -0.76067], [-2.32114, -5.33548, 4.49026], [4.15675, 4.82304, -9.55981], [-3.61795, -0.70743, 1.20885], [3.86103, 4.33827, 0.47434], [-0.06015, -1.42175, 1.40886], [-2.02557, 3.74088, -0.54764], [-0.61453, -1.41775, 9.31541], [3.39886, -4.63285, -3.92659], [1.55826, -3.14231, -1.67405], [-3.85252, 3.48800, -2.75989], [4.15357, 4.62037, -10.62723], [-7.25658, 5.06224, -3.34551], [2.12334, -4.17099, 5.22408], [-6.40449, 6.38893, -0.00872], [2.36997, -3.03719, -6.08280], [-3.22143, -5.95107, 4.44282], [-2.24719, -8.21530, 6.82558], [-3.28140, -1.90433, -4.10356], [5.96668, -5.38219, -3.59034], [-0.24521, 0.66900, 7.78549], [-2.56010, 3.38832, 0.33650], [0.51349, 0.34412, 6.21339], [-3.78250, 5.11194, 5.44319], [2.34193, 0.33155, -9.42291], [1.03279, -0.76033, -1.82777], [3.56471, -1.78633, -6.45080], [-2.25687, -4.75415, 3.58802], [4.92188, 4.58008, -5.93780], [-2.60134, 6.08840, 6.33794], [1.54790, -3.39843, 3.73280], [4.83998, -4.68337, -5.51423], [1.94273, 5.04221, -0.10093], [-2.37694, -4.65308, 5.34160], [-2.39732, -4.31195, 0.20480], [-0.60536, 0.62415, -3.71531], [3.11908, 4.35412, 3.35930], [3.76191, 2.68394, -7.02338], [-2.13237, -3.20070, -3.74626], [3.98240, 3.66969, -0.37971], [4.37924, 5.27566, 0.26303], [0.30446, 4.51613, 7.79472], [4.09680, -4.36045, 6.46505], [3.41052, -2.71136, 6.52051], [3.87655, -3.36462, 2.91958], [-1.46218, 0.92078, -6.01772], [-0.31429, -3.38297, 2.18781], [-1.08432, 1.87487, -0.94848], [-2.05536, -2.38595, -5.31240], [6.18366, -4.05896, -2.42787], [4.29610, -6.29167, -4.94892], [-1.89129, 3.92934, 4.37186], [3.74075, -4.08548, -2.04457], [5.64435, -5.65317, -1.86641], [-8.06490, 4.80433, -0.46264], [-9.14637, 5.32572, -1.76899], [-0.37319, 5.96787, 7.04755], [-1.36092, -0.64085, 9.48714], [3.23624, -5.28884, -5.94784], [-2.79400, -0.18340, -5.62048], [-1.12153, 4.25828, -0.22482], [-0.81529, -1.68430, 5.99233], [-2.39963, 4.34300, -3.34562], [4.22044, 5.64958, -7.16773], [-2.73000, 6.24704, 4.57509], [-2.78937, -6.53216, 6.66797], [-1.21851, 0.70319, 6.30232], [4.29923, 3.87780, 1.35339], [-0.14609, -7.56963, 5.68779], [-8.52343, 3.66465, -1.74270], [5.12083, 5.25767, -9.29197], [2.22592, -5.03583, 3.67683], [-4.68953, 6.07336, -0.29810], [-3.13261, 3.06056, -4.31635], [-0.73949, -2.19028, 10.06952], [1.81339, -1.42573, -6.54650], [5.13491, -2.97211, 6.81278], [3.35483, 5.52867, -9.33807], [-2.65683, 4.43152, -1.10026], [1.57000, 3.59183, 3.73401], [-1.43155, 4.82484, 7.92389], [2.72338, 2.73934, 2.70544], [-2.68050, 1.39671, -4.81834], [4.07322, -0.02048, -9.32356], [-5.77698, 4.71541, 0.01814], [0.38833, -0.99891, 9.41008], [-1.41211, -6.92481, 7.71374], [3.09178, 0.01250, -7.84809], [2.80190, -2.02170, -10.04474], [3.16874, 4.84863, -5.98391]], "lowdin_charge": [0.1351, 0.1454, 0.1687, 0.1528, 0.1889, 0.1436, 0.0083, 0.1438, 0.1353, 0.0179, 0.2055, -0.0250, 0.0252, 0.0145, 0.1411, 0.0217, 0.0177, 0.2010, -0.0006, 0.0202, -0.0805, 0.0168, 0.0164, 0.0061, 0.0183, 0.0089, 0.0058, 0.0081, -0.0802, 0.0127, 0.0076, 0.0157, 0.0412, -0.0743, -0.0087, -0.0746, -0.0753, -0.5590, -0.3281, -0.0943, -0.0112, -0.0138, -0.3525, -0.0066, -0.2415, -0.3435, -0.0732, -0.0283, -0.0726, -0.5342, -0.4200, -0.5299, -0.5570, -0.0752, -0.5597, -0.5527, -0.0088, -0.0043, -0.0747, 0.0009, 0.0018, -0.5353, -0.5441, 0.0197, 0.0836, -0.3416, -0.4295, -0.5029, 0.0175, 0.0023, -0.0092, -0.3602, -0.0745, -0.0477, -0.0505, -0.0129, -0.5449, 0.1117, 0.0805, 0.0832, 0.1402, 0.0768, 0.0853, 0.0531, 0.0956, 0.0796, 0.0789, 0.0717, 0.0749, 0.0835, 0.0848, 0.0820, 0.0784, 0.1054, 0.0868, 0.0309, 0.0832, 0.0717, 0.0629, 0.0873, 0.1346, 0.0890, 0.1401, 0.1258, 0.0854, 0.1374, 0.0771, 0.0824, 0.0810, 0.0822, 0.0830, 0.0786, 0.1243, 0.0942, 0.1304, 0.1253, 0.0819, 0.0829, 0.0859, 0.1397, 0.1237, 0.0847, 0.0725, 0.0836, 0.0849, 0.0821, 0.0788, 0.0816, 0.0710, 0.1216, 0.0987, 0.0726, 0.0837, 0.0740, 0.0776, 0.0753, 0.1374, 0.0839, 0.0851, 0.0792, 0.0787, 0.0723, 0.0790, 0.0837, 0.0787, 0.0850, 0.0665, 0.0593, 0.0840, 0.0859, 0.0596, 0.0753, 0.0844, 0.0825, 0.0839, 0.0634, 0.1371, 0.0826], "total_charge": 0}

---

Entry 2:
{"formula": "C44H81N3O27", "method": "wB97M-V/def2-TZVPD", "symbols": ["O", "O", "O", "O", "O", "O", "O", "O", "O", "O", "O", "O", "O", "O", "O", "O", "O", "O", "O", "O", "O", "O", "O", "O", "O", "O", "O", "N", "N", "N", "C", "C", "C", "C", "C", "C", "C", "C", "C", "C", "C", "C", "C", "C", "C", "C", "C", "C", "C", "C", "C", "C", "C", "C", "C", "C", "C", "C", "C", "C", "C", "C", "C", "C", "C", "C", "C", "C", "C", "C", "C", "C", "C", "C", "H", "H", "H", "H", "H", "H", "H", "H", "H", "H", "H", "H", "H", "H", "H", "H", "H", "H", "H", "H", "H", "H", "H", "H", "H", "H", "H", "H", "H", "H", "H", "H", "H", "H", "H", "H", "H", "H", "H", "H", "H", "H", "H", "H", "H", "H", "H", "H", "H", "H", "H", "H", "H", "H", "H", "H", "H", "H", "H", "H", "H", "H", "H", "H", "H", "H", "H", "H", "H", "H", "H", "H", "H", "H", "H", "H", "H", "H", "H", "H", "H"], "coordinates": [[14.59900, 19.54836, 21.22878], [12.13849, 16.31858, 24.20455], [12.74570, 17.86828, 18.58986], [18.18134, 18.46818, 10.45898], [14.69843, 13.08720, 18.12931], [16.24434, 14.64461, 18.47066], [17.09210, 18.12002, 14.04598], [17.33249, 17.03501, 16.00240], [12.89169, 18.32141, 24.84381], [8.47170, 17.13933, 20.16061], [12.30973, 8.16713, 18.71703], [12.71383, 19.72988, 14.79188], [11.47104, 18.22488, 23.24570], [11.24346, 18.27671, 13.92138], [13.26581, 18.58771, 12.98938], [7.64327, 22.40354, 17.48289], [16.08538, 17.87615, 21.01638], [10.25444, 22.44298, 21.07010], [14.15884, 17.53174, 22.05971], [12.20696, 22.70341, 22.15118], [18.38586, 16.61450, 11.76552], [17.43080, 19.22887, 15.95630], [16.39330, 17.16282, 10.96357], [15.83125, 13.82203, 16.38790], [8.34768, 20.31538, 16.88896], [12.05572, 22.97345, 19.93751], [8.74403, 22.00492, 15.62057], [10.39551, 14.21563, 21.38675], [11.78833, 11.59837, 19.65756], [12.25900, 15.46461, 15.77270], [11.94044, 18.69854, 19.32824], [12.06732, 17.10956, 17.62750], [13.76358, 20.55708, 24.57491], [17.75328, 17.50639, 10.98474], [14.91164, 18.39543, 21.38604], [14.84926, 16.28063, 22.17404], [16.16762, 16.53650, 21.49714], [11.57998, 22.67189, 21.12188], [14.13544, 16.86805, 16.12166], [7.38494, 17.75702, 20.75393], [17.29816, 18.11936, 15.25444], [11.57931, 9.32071, 19.04847], [14.75994, 20.12038, 11.84691], [15.98943, 11.54480, 15.42618], [10.89808, 23.20351, 18.99208], [12.33083, 18.79186, 13.88456], [9.01474, 16.10233, 20.95018], [13.00393, 9.91106, 21.10630], [13.85816, 20.45510, 14.33637], [9.59768, 14.58106, 19.10673], [17.52640, 15.58034, 12.25719], [9.40456, 20.91272, 14.99173], [12.52994, 10.35142, 19.68256], [12.55723, 19.67588, 24.65798], [8.15928, 21.65084, 16.77422], [14.05464, 12.45375, 17.05734], [17.48092, 19.02156, 17.35883], [10.12567, 15.23010, 20.38666], [7.89464, 18.94484, 14.96122], [8.94261, 19.70570, 15.70328], [15.65394, 13.90367, 17.72962], [14.37910, 19.51052, 13.20980], [11.26262, 22.68717, 17.64366], [12.06838, 7.03506, 19.50893], [15.17785, 15.11328, 11.51744], [13.00704, 16.17449, 16.85516], [14.06971, 15.12199, 21.65205], [16.17606, 16.13030, 11.96171], [15.00562, 12.71718, 15.88683], [12.14465, 17.49964, 24.12012], [16.24530, 19.57127, 17.97968], [17.47237, 17.46109, 17.41083], [9.80238, 22.46575, 19.67226], [11.85766, 19.57802, 23.30343], [11.05878, 6.71306, 19.25086], [15.26463, 19.15677, 17.74760], [11.49468, 14.89777, 16.12095], [14.05023, 11.38241, 17.28772], [11.64267, 21.70022, 17.61173], [14.16370, 15.49497, 11.45849], [11.19737, 9.70319, 18.15580], [10.98843, 15.86815, 20.16379], [16.41050, 11.22866, 16.32171], [10.77271, 9.08706, 19.72386], [11.93566, 16.20323, 15.11940], [14.95208, 17.09986, 16.75854], [14.93902, 16.12773, 23.26240], [7.59801, 18.03545, 15.54235], [12.07175, 23.24296, 17.19804], [13.08545, 15.16332, 22.06894], [13.42667, 21.36392, 13.90185], [15.78734, 16.71874, 12.80014], [10.92516, 20.19771, 23.21045], [17.72731, 15.52110, 13.31583], [11.48348, 19.38930, 18.60279], [14.46720, 13.08921, 15.03795], [17.01752, 16.57647, 22.19844], [7.08976, 18.60476, 20.11073], [12.78377, 6.33397, 19.07223], [14.48260, 20.17840, 23.84121], [10.40476, 22.79121, 17.04268], [14.23858, 15.07211, 20.58272], [13.45225, 15.31321, 17.40230], [14.38316, 20.84067, 25.44344], [11.10318, 18.17253, 19.83489], [7.52386, 18.15952, 21.75834], [8.23062, 18.71319, 13.95162], [17.73585, 14.59261, 11.75899], [10.96923, 14.61796, 22.15771], [9.27198, 15.35422, 18.40088], [7.03922, 19.60183, 14.87335], [14.66626, 20.62344, 15.14258], [11.98243, 19.92882, 25.53444], [15.15055, 21.10780, 11.92607], [11.66461, 17.83311, 16.89005], [16.44925, 19.51715, 19.08689], [12.40718, 12.44604, 19.80487], [13.84845, 20.23503, 11.25337], [9.80396, 19.14407, 16.03705], [15.45366, 19.51139, 11.29602], [6.51710, 17.00059, 20.77653], [9.76331, 21.43585, 19.28933], [11.16666, 11.66222, 20.42302], [10.47219, 21.08579, 15.07291], [12.22443, 7.17409, 20.56859], [9.08270, 20.82023, 13.95513], [14.54352, 14.23290, 21.99364], [12.95321, 12.89508, 16.91925], [15.13697, 18.86089, 13.68470], [16.72039, 11.99606, 14.76063], [14.52905, 16.12570, 15.42435], [15.41479, 14.63292, 10.59176], [13.82360, 17.85811, 15.76347], [15.03410, 14.32350, 12.18455], [10.87825, 24.28136, 18.97496], [12.47351, 19.30459, 20.04151], [8.20837, 15.36016, 21.23602], [18.40765, 19.47542, 17.73841], [16.14571, 20.62183, 17.81774], [8.72231, 13.87403, 19.41898], [13.36810, 10.37267, 18.98293], [16.33655, 15.73893, 20.71896], [13.38056, 21.51991, 24.18693], [9.42980, 16.49803, 21.98361], [13.59692, 9.03815, 21.11069], [18.48956, 17.09126, 17.77527], [12.07053, 9.55172, 21.57857], [15.40996, 10.67746, 15.01459], [9.56034, 13.89425, 21.84496], [13.42783, 10.72509, 21.69172], [12.54434, 19.87481, 22.50602], [11.25823, 16.49565, 18.07017], [16.72750, 17.05986, 18.08259], [8.81693, 22.93040, 19.62313], [10.40620, 14.00061, 18.59911]], "lowdin_charge": [0.1252, 0.1503, -0.1674, 0.1741, 0.0500, 0.1296, 0.1093, 0.0754, 0.0934, -0.1922, -0.1952, -0.0049, 0.0658, 0.1289, 0.0936, 0.1935, 0.0698, 0.0610, 0.0979, 0.1260, 0.0587, 0.0939, 0.0493, 0.0662, 0.0706, 0.0973, 0.0518, 0.0469, 0.0411, 0.0480, -0.1000, -0.1755, -0.0165, -0.5454, -0.5707, -0.3108, -0.0731, -0.6097, -0.0267, -0.1368, -0.5675, -0.2115, 0.0185, 0.0107, -0.2454, -0.6037, -0.2399, -0.0343, -0.0607, -0.0703, -0.0884, -0.1078, -0.4153, -0.3083, -0.6210, -0.1078, -0.2898, -0.4674, -0.0088, -0.3199, -0.5805, -0.2469, -0.0058, -0.1091, -0.0158, -0.3716, 0.0017, -0.3402, -0.2509, -0.6234, -0.0209, -0.0401, -0.0615, -0.0888, 0.0901, 0.0846, 0.0617, 0.1173, 0.0747, 0.0900, 0.1011, 0.1223, 0.0514, 0.1205, 0.0693, 0.0407, 0.1626, 0.1086, 0.0958, 0.0594, 0.1313, 0.1256, 0.1539, 0.1251, 0.0814, 0.1279, 0.1427, 0.0904, 0.0947, 0.0815, 0.0640, 0.0823, 0.1278, 0.0911, 0.0952, 0.0828, 0.0904, 0.1514, 0.0752, 0.0650, 0.0943, 0.1602, 0.1531, 0.0747, 0.1209, 0.1016, 0.0888, 0.0965, 0.1295, 0.0647, 0.1116, 0.1349, 0.0396, 0.1194, 0.0755, 0.1400, 0.0893, 0.1679, 0.1150, 0.0796, 0.0927, 0.0864, 0.0843, 0.0575, 0.1593, 0.0718, 0.1283, 0.1628, 0.0791, 0.1183, 0.1119, 0.1311, 0.0903, 0.1550, 0.0487, 0.1551, 0.0808, 0.1031, 0.0690, 0.0718, 0.1048, 0.1083, 0.0957, 0.1347, 0.0617], "total_charge": 0, "smiles": "C[C@H]1COC(=O)O1.C[C@H]1COC(=O)O1.C[C@H]1COC(=O)O1.C[C@H]1COC(=O)O1.C[C@H]1COC(=O)O1.C[C@H]1COC(=O)O1.C[C@H]1COC(=O)O1.C[C@H]1COC(=O)O1.COC[C@H](C)N.COC[C@H](C)N.COC[C@H](C)N"}

---

Calculated max |F| in order - 13.4 4.9 eV Å⁻¹
Calculated HOMO level in order - -7.4 -9.3 eV